{"formula": "C27H58NO11P", "method": "ωB97M-V/def2-TZVPD", "symbols": ["H", "H", "H", "H", "H", "H", "H", "O", "H", "H", "H", "C", "H", "H", "H", "C", "H", "C", "H", "H", "O", "C", "H", "C", "H", "H", "H", "C", "H", "H", "H", "H", "H", "H", "H", "H", "C", "C", "C", "C", "H", "H", "H", "C", "O", "C", "C", "O", "N", "H", "H", "C", "O", "C", "H", "H", "C", "H", "C", "H", "H", "H", "H", "C", "H", "H", "H", "H", "H", "P", "H", "O", "O", "H", "H", "H", "H", "H", "C", "O", "C", "O", "C", "H", "O", "O", "C", "C", "C", "H", "C", "H", "H", "H", "C", "H", "C", "H"], "coordinates": [[-0.321, -2.694, 7.054], [0.743, 3.013, -7.499], [2.842, -2.522, -0.856], [1.359, -0.607, 0.769], [1.648, 0.720, 7.482], [2.771, -2.948, 10.695], [-3.096, -2.315, 10.288], [1.464, -1.920, 5.855], [-0.139, -3.713, 0.634], [-4.466, -0.917, -3.601], [1.933, -3.951, 3.651], [-3.934, 5.687, -0.760], [3.187, -3.556, 1.627], [2.636, -3.886, 7.020], [3.832, -0.032, 5.305], [-1.209, -3.158, 7.476], [2.801, -5.078, 8.344], [2.617, -4.030, 8.097], [0.663, 1.946, -6.085], [3.466, -1.595, 0.483], [-1.025, -1.466, 9.139], [3.654, -3.154, 8.756], [0.466, -4.539, 2.848], [0.008, 5.366, -6.130], [-0.814, 2.731, -6.708], [-3.476, 6.663, -0.930], [0.426, -3.040, 3.821], [2.781, -0.128, 5.027], [2.228, -0.472, -10.222], [3.113, -0.365, -8.677], [-2.749, -3.965, 9.703], [1.626, -3.777, 8.479], [3.091, -0.232, 7.833], [0.657, -1.543, -0.368], [2.690, -0.651, 4.077], [-4.916, -1.102, -6.190], [3.736, -3.219, 10.261], [0.500, 4.028, -5.630], [3.045, 0.020, -9.690], [2.699, 2.200, -11.000], [3.962, -0.207, -10.237], [-3.735, -2.893, 8.726], [1.470, -0.906, 8.162], [-0.696, 1.469, -2.119], [1.314, -2.811, 2.028], [-4.872, 5.351, -1.895], [2.041, -0.882, 6.103], [2.731, 2.121, -8.622], [1.535, -1.128, -0.080], [2.378, 0.882, 4.936], [-1.005, -4.201, 7.729], [-4.261, 5.304, -3.273], [0.170, -4.278, -0.096], [2.577, -2.112, 0.122], [-2.534, 2.464, -2.604], [-3.123, 4.956, -0.721], [-4.412, 0.649, -5.061], [-4.113, 0.694, -2.937], [-1.644, -2.416, 8.715], [-4.859, 0.407, -7.141], [2.538, 3.266, -10.858], [-3.455, 4.568, -3.301], [-1.436, 2.248, -3.977], [-1.491, 2.479, -2.913], [1.261, 0.627, -1.859], [1.442, -6.724, 0.977], [-1.063, 3.474, -2.770], [-5.016, 5.040, -4.009], [1.234, 2.355, -2.346], [1.733, -4.743, 0.082], [0.228, 6.141, -5.400], [1.676, -5.851, 1.314], [1.044, 3.914, -4.556], [1.872, 1.771, -11.570], [0.486, 5.605, -7.082], [3.606, 2.037, -11.584], [-3.821, 6.271, -3.528], [-4.476, 5.690, 0.182], [1.016, -3.644, 3.140], [-3.631, 1.551, -5.264], [0.764, 1.379, -2.469], [4.369, -2.422, 8.111], [-2.885, -2.921, 9.411], [-2.012, -3.159, 6.736], [-6.044, 5.123, -1.708], [-1.216, 0.779, -1.270], [-4.701, 0.147, -3.669], [0.259, 2.849, -6.536], [2.816, 1.512, -9.662], [-1.067, 5.320, -6.314], [-5.145, -0.034, -6.190], [-6.223, 0.060, -6.044], [0.859, 1.131, -3.528], [4.508, -2.545, 10.622], [2.059, -0.291, 7.485], [-5.765, 0.253, -3.447], [2.261, -3.284, 1.100], [3.954, -4.241, 10.580]], "gap_ev": 9.22, "multiplicity": 1, "de_lowest_kcal_mol": 0.00}

***

{"formula": "C27H59F3NO10P2", "method": "ωB97M-V/def2-TZVPD", "symbols": ["C", "H", "O", "C", "H", "C", "H", "C", "H", "H", "H", "H", "H", "C", "C", "C", "H", "H", "H", "H", "H", "F", "C", "H", "C", "H", "C", "H", "F", "H", "C", "C", "O", "H", "H", "C", "O", "O", "H", "C", "O", "H", "H", "H", "H", "H", "C", "H", "H", "H", "P", "O", "C", "H", "H", "C", "H", "H", "H", "C", "H", "C", "H", "H", "H", "H", "H", "C", "H", "O", "P", "H", "C", "H", "H", "H", "C", "C", "H", "C", "C", "N", "O", "O", "H", "H", "H", "F", "H", "H", "H", "C", "H", "H", "O", "C", "H", "H", "H", "H", "H", "H"], "coordinates": [[-2.015, 0.833, 1.664], [1.679, 2.802, -5.623], [1.210, -0.788, -7.468], [4.230, -1.645, -0.717], [0.401, 2.221, -10.199], [2.163, -5.846, 1.040], [-1.707, -0.193, 1.887], [-4.091, -0.221, 2.757], [2.731, -6.734, 1.311], [3.229, -2.675, 1.547], [5.744, -1.793, 0.735], [1.388, -0.860, 1.549], [0.328, 0.764, -11.213], [2.749, -1.383, -0.946], [4.750, -1.348, 0.687], [3.925, -1.894, 1.869], [-7.098, 7.088, 3.038], [0.258, -2.469, -6.780], [-1.046, -5.428, 1.472], [-3.700, 1.891, 2.549], [2.521, 0.442, 1.102], [0.254, -2.660, -1.377], [0.962, 1.363, -10.565], [-6.577, 5.380, 3.026], [1.257, 0.860, 2.785], [4.620, -2.386, 2.551], [0.342, 1.752, 1.924], [4.929, -3.771, -0.494], [0.864, -3.385, -3.303], [-0.519, -0.951, -6.298], [-3.515, 0.969, 1.995], [-4.502, 7.162, 1.024], [0.831, -6.108, 1.388], [0.562, -2.947, 1.557], [-7.115, 6.134, 4.537], [0.229, -3.818, 2.122], [-0.774, 0.710, -8.134], [-4.176, 4.569, 3.067], [0.761, 2.753, 1.822], [-1.701, 5.639, 4.456], [-2.909, 6.409, 4.367], [1.836, 1.703, -11.112], [5.126, -3.040, -2.088], [2.126, -1.678, -0.107], [4.900, -0.274, 0.804], [1.005, -4.061, 2.847], [2.371, -5.540, -0.435], [4.771, -0.996, -1.410], [-1.802, 4.901, 5.249], [2.505, -0.347, -1.165], [-4.003, 6.003, 3.314], [1.439, 1.737, -7.334], [3.182, -0.840, 2.693], [-5.154, 6.316, 0.800], [3.914, -0.131, 3.087], [3.126, -3.626, -1.665], [-2.755, 0.335, 4.365], [0.325, 1.324, 0.917], [2.739, -1.351, 3.551], [1.400, 1.794, -5.914], [2.867, -1.993, -2.925], [-6.591, 6.305, 3.600], [3.322, -5.955, -0.777], [-5.098, 8.019, 1.338], [0.399, 1.583, -5.530], [-1.479, 5.133, 3.517], [-4.034, -1.115, 2.132], [0.975, -2.420, -2.420], [1.014, -1.449, -5.535], [1.438, 0.541, -9.478], [0.680, 0.570, -8.110], [-5.146, -0.028, 2.953], [-0.067, -5.022, 1.225], [1.575, -6.007, -1.019], [-0.898, 6.330, 4.696], [-1.656, -1.678, 4.746], [-3.387, -0.511, 4.103], [2.081, -0.109, 1.942], [-0.116, -4.723, 0.173], [4.473, -3.100, -1.215], [0.439, -1.444, -6.462], [2.420, -2.322, -2.062], [-5.261, 6.750, 3.909], [-3.549, 6.834, 2.037], [-2.198, -2.038, 3.100], [1.913, 1.457, 3.418], [3.153, -4.278, -2.538], [0.644, -1.273, -2.955], [-4.148, -0.618, 4.873], [2.579, -5.011, 1.616], [0.612, 0.254, 3.426], [-2.532, -1.796, 4.108], [-4.070, 1.053, 1.058], [-3.111, -2.638, 4.485], [2.336, -4.116, -0.641], [-1.114, 1.804, 2.423], [-0.657, -3.528, 2.682], [-1.518, 2.808, 2.287], [-3.944, 7.421, 0.129], [-1.862, 0.989, 0.594], [2.120, 1.086, -5.495], [-1.129, 1.569, 3.487]], "gap_ev": 8.82, "multiplicity": 1, "charge": 1, "de_lowest_kcal_mol": 0.00}

***

{"formula": "C27H59N2O3S", "method": "ωB97M-V/def2-TZVPD", "symbols": ["H", "H", "H", "H", "C", "C", "C", "H", "O", "O", "C", "H", "H", "C", "H", "H", "H", "C", "H", "C", "H", "H", "C", "H", "H", "H", "C", "H", "H", "H", "H", "H", "H", "C", "N", "H", "H", "H", "H", "H", "H", "C", "H", "H", "H", "H", "O", "H", "C", "H", "H", "C", "H", "C", "S", "H", "C", "C", "C", "H", "H", "H", "H", "H", "H", "H", "C", "C", "C", "N", "H", "H", "C", "C", "H", "H", "H", "C", "C", "H", "H", "H", "H", "C", "H", "H", "H", "C", "H", "H", "H", "C"], "coordinates": [[-2.297, 2.260, -2.194], [3.905, -3.613, 0.125], [3.776, -1.284, -0.829], [-1.208, 7.026, 2.035], [0.303, -4.282, 0.656], [2.103, 0.481, -1.859], [-0.563, -0.723, 1.295], [-2.304, 4.813, 0.824], [-3.121, 1.843, -4.047], [0.484, 3.087, 1.538], [-0.378, 5.615, 3.485], [0.772, 2.633, -0.825], [-2.631, -0.241, 5.412], [-1.742, -0.610, 4.900], [0.293, -0.706, -5.484], [1.535, -0.040, 4.761], [-0.502, 6.179, 4.407], [1.923, -0.211, -4.282], [0.705, -3.449, 1.235], [0.776, -0.329, 5.487], [0.272, -1.621, -4.007], [-3.024, -1.217, 3.270], [1.451, -5.147, 0.127], [-1.656, -3.914, -0.142], [-0.278, 0.795, -2.914], [1.510, -2.075, -2.214], [-1.340, 4.984, 1.296], [2.476, 2.514, -0.307], [-2.861, 0.419, -5.429], [0.553, -1.930, -0.701], [1.004, -6.038, -0.318], [1.128, 0.129, -1.509], [-0.700, 1.186, -4.565], [-0.587, 0.360, -3.863], [2.132, 1.854, -2.284], [-1.511, 3.927, 4.269], [2.110, -5.480, 0.928], [-0.776, -2.127, -1.823], [-1.987, -1.315, -4.029], [-0.851, 0.975, 6.028], [-3.832, 1.349, -2.149], [-3.275, 2.129, -2.667], [4.455, -2.520, -1.843], [1.621, -4.218, -1.783], [-0.449, 1.029, 4.323], [-0.288, -4.859, 1.364], [-1.893, 2.503, 2.063], [0.683, -1.411, 5.485], [-0.572, 0.360, 5.174], [2.047, 0.828, -4.571], [2.512, -0.797, -4.986], [3.023, -3.238, -0.394], [2.429, -2.732, 0.362], [-3.074, 0.473, -4.360], [-0.807, 3.453, 2.073], [2.786, 0.390, -1.022], [1.815, 2.735, -1.138], [2.297, -4.455, -0.961], [2.529, -1.873, -2.517], [1.154, -0.017, 6.458], [-1.620, -0.432, -0.555], [-0.092, -1.590, 3.222], [-2.232, -1.785, 0.390], [-2.167, -0.364, -2.577], [-3.820, 3.065, -2.578], [-2.169, 0.314, 3.044], [3.522, -2.177, -1.396], [-1.323, -1.279, 0.068], [-0.977, -1.438, 2.604], [2.577, -0.433, -2.948], [-1.504, -1.592, 5.309], [2.754, -2.478, -3.391], [-0.592, 4.122, 3.717], [-2.073, -0.704, 3.409], [1.954, 3.764, -1.455], [0.247, 3.621, 4.195], [-4.043, -0.013, -4.201], [-0.623, -3.746, -0.450], [-0.486, -2.254, -0.775], [1.410, 2.018, -2.977], [0.511, -0.864, 1.170], [-0.500, -4.313, -1.373], [3.564, -0.202, -3.084], [-1.967, -0.294, -3.645], [-0.772, 0.340, 1.365], [-1.347, -2.436, 2.369], [-0.597, 5.240, 0.543], [-1.404, 6.027, 2.420], [3.019, -5.171, -1.349], [0.635, 5.792, 3.117], [-2.403, 6.035, 2.859], [0.462, -0.628, -4.410]], "gap_ev": 9.90, "multiplicity": 1, "charge": 1}

***

{"formula": "C27H60BrN3O7S", "method": "ωB97M-V/def2-TZVPD", "symbols": ["H", "C", "C", "H", "C", "H", "H", "C", "C", "H", "C", "H", "H", "H", "H", "C", "C", "N", "H", "C", "C", "H", "C", "H", "H", "H", "C", "H", "H", "H", "H", "C", "C", "H", "H", "C", "O", "O", "H", "H", "C", "C", "H", "O", "H", "H", "H", "H", "H", "H", "C", "H", "C", "O", "C", "C", "H", "H", "H", "H", "H", "N", "C", "H", "H", "Br", "O", "H", "C", "H", "H", "H", "H", "H", "C", "H", "H", "H", "H", "H", "H", "C", "H", "H", "O", "H", "H", "H", "H", "N", "H", "H", "S", "C", "H", "O", "C", "H", "H"], "coordinates": [[-0.222, 1.342, 0.145], [-4.127, -2.018, -2.947], [5.693, 0.075, -4.700], [1.227, -0.934, 6.895], [-0.582, -0.654, 7.758], [1.352, 2.979, -1.734], [-1.069, -1.812, 9.541], [-0.844, 3.300, -0.478], [-2.732, -1.504, -3.354], [-4.246, -1.124, -0.958], [1.453, -1.661, 9.999], [5.262, -1.873, -2.573], [-3.359, -4.001, -1.362], [2.197, -2.337, 10.419], [-2.263, -0.951, -2.535], [0.615, 0.009, -1.881], [1.442, 2.285, -0.898], [0.287, -0.710, 6.579], [-1.347, 0.872, -3.292], [0.502, -0.234, -3.404], [-0.484, -1.920, 8.618], [-0.819, -1.049, -5.512], [-1.904, 2.812, 3.633], [5.665, -3.067, -6.209], [-0.657, 1.493, 7.954], [-1.746, 1.471, 1.967], [0.210, 2.337, 0.024], [-1.590, 0.466, -5.981], [0.774, 0.781, 8.677], [-1.999, -2.848, 0.846], [-0.790, 0.641, 9.494], [-1.419, -0.213, -5.142], [-2.112, -2.631, -0.218], [-1.165, -4.245, -1.331], [1.964, -0.751, 9.675], [-0.639, 0.568, -4.067], [-1.109, 3.162, -1.905], [-3.214, 3.424, -3.125], [-4.252, -3.025, -3.353], [6.789, -0.955, -2.658], [-2.783, -0.696, -4.648], [5.823, -2.406, -5.357], [-2.080, -1.543, -0.319], [0.833, -2.333, 8.920], [6.789, 0.095, -4.633], [1.450, -0.034, -3.906], [5.509, -0.748, -6.651], [0.021, -1.503, 6.004], [5.377, 1.033, -5.120], [-0.921, -2.748, 8.053], [-0.910, -3.257, -0.941], [-1.093, 5.210, 0.275], [-4.360, -2.101, -1.440], [-1.976, 5.435, -2.498], [-2.413, 2.261, 2.311], [-0.295, 0.635, 8.521], [-0.926, 2.006, 5.415], [-3.460, 0.158, -4.542], [3.464, -1.248, -4.651], [-0.092, 5.118, -1.036], [-5.404, -2.392, -1.285], [-0.392, 4.653, -0.192], [-1.336, 1.663, 4.470], [6.898, -2.331, -5.181], [2.300, 2.640, -0.324], [-3.060, 1.370, -0.553], [-2.449, 3.347, 1.355], [-2.107, 0.906, 4.632], [1.799, 0.882, -1.429], [-2.101, -2.379, -3.548], [0.256, -1.291, -3.543], [-0.577, -2.662, -1.789], [-1.105, 3.515, 3.391], [-3.431, 1.882, 2.397], [5.709, -0.878, -2.501], [-0.246, 1.493, -4.496], [3.339, -0.281, -5.924], [5.364, -2.884, -4.492], [0.479, 2.686, 1.019], [-1.616, -0.603, 7.402], [-0.057, -3.393, -0.275], [5.208, -1.039, -5.640], [0.715, -0.958, -1.386], [2.429, 0.368, -0.701], [-2.986, 4.091, -0.714], [5.526, -0.498, -1.496], [-3.213, -1.358, -5.408], [-0.548, 1.167, 3.901], [-4.056, -3.489, 0.157], [3.747, -1.162, -5.624], [-2.724, 3.306, 4.153], [-4.868, -1.350, -3.394], [-2.374, 4.103, -2.214], [-3.488, -3.135, -0.705], [2.444, 1.043, -2.298], [5.120, 0.032, -3.408], [-2.277, 3.093, 0.055], [-0.344, 0.415, -1.554], [0.728, -1.407, 10.779]], "gap_ev": 9.74, "multiplicity": 1, "de_lowest_kcal_mol": 0.00}